Run one
The following is a DFT calculation (the ωB97M-V functional and the def2-TZVPD basis) of a single C4H4Br4 molecule.

Properties
orbital gap = 9.36 eV
E_HOMO = -9.49 eV
SMILES = C/C(Br)=C(\Br)C(Br)Br

Each line ends with the Löwdin charge.
Element x y z (Å)
C -0.746 0.301 -0.031  -0.78
C 0.524 -0.168 -0.075  -0.86
C -1.939 -0.603 0.167  -0.18
C 1.763 0.647 -0.196  -1.07
Br -1.099 2.153 -0.084  0.79
Br 0.833 -2.083 0.042  0.72
Br 2.932 0.098 -1.727  0.57
Br 2.727 0.471 1.612  0.54
H -2.196 -0.940 1.295  0.14
H -1.752 -1.568 -0.287  0.02
H -2.791 -0.085 -0.315  0.06
H 1.744 1.777 -0.402  0.03



Run two
The following is a DFT calculation (the ωB97M-V functional and the def2-TZVPD basis) of a molecular structure, C4H4Br4.

Properties
orbital gap = 9.31 eV
E_HOMO = -8.97 eV

Each line ends with the Löwdin charge.
Element x y z (Å)
C -0.942 0.425 0.648  -0.29
C -1.083 -0.492 -0.636  -0.04
C 0.505 0.704 0.362  -1.32
C 0.978 -0.520 -0.466  -1.33
Br 0.937 2.246 -0.644  0.70
Br 1.647 0.784 2.053  0.55
Br 1.110 -2.135 0.518  0.68
Br 2.122 -0.439 -1.940  0.68
H -1.798 1.138 0.568  0.13
H -0.869 -0.109 1.572  0.07
H -1.400 -1.469 -0.311  0.04
H -1.207 -0.134 -1.726  0.12



Stability, lowest: run two



Run one
The following is a DFT calculation (the ωB97M-V functional and the def2-TZVPD basis) of a single C3H9N2 molecule.

Properties
orbital gap (spin up / spin down) = 4.85 / 9.07 eV
E_HOMO (spin up / spin down) = -3.96 / -8.47 eV
2S+1 = 2

Each line ends with the Löwdin charge.
Element x y z (Å)
C 0.781 -0.532 -0.490  -0.24
N 2.194 -0.171 -0.400  0.01
H 0.501 -1.251 0.273  0.12
H 0.546 -0.846 -1.507  0.11
H 2.419 0.287 -1.263  0.06
H 2.850 -0.934 -0.268  0.08
C -2.157 -0.244 0.695  -0.09
C -1.011 0.461 0.941  -0.31
N -0.030 0.687 -0.120  -0.05
H -2.997 -0.056 1.348  0.02
H -2.246 -0.995 -0.077  0.01
H -0.907 1.140 1.766  0.07
H -0.541 1.004 -0.993  0.11
H 0.597 1.451 0.094  0.14



Run two
The following is a DFT calculation (the ωB97M-V functional and the def2-TZVPD basis) of a single C3H9N2 molecule.

Properties
orbital gap (spin up / spin down) = 4.56 / 7.18 eV
E_HOMO (spin up / spin down) = -3.58 / -6.31 eV
2S+1 = 2

Each line ends with the Löwdin charge.
Element x y z (Å)
C -0.151 -1.553 0.099  -0.13
C -0.111 -0.149 0.306  -0.39
C -0.574 0.840 -0.533  -0.36
N -0.510 0.819 -1.836  -0.02
N 0.894 0.397 1.378  0.13
H -0.747 -1.887 0.989  0.09
H -0.688 -1.993 -0.690  0.07
H 0.770 -1.967 0.051  0.03
H -1.141 1.740 -0.056  0.10
H 0.240 0.479 -2.477  0.11
H -1.215 1.523 -2.304  0.13
H 1.087 -0.212 2.130  0.08
H 1.700 0.856 1.006  0.06
H 0.446 1.105 1.936  0.10



Stability, lowest: run two



Run one
The following is a DFT calculation (the ωB97M-V functional and the def2-TZVPD basis) of a single CH5N3S molecule.

Properties
orbital gap = 9.37 eV
E_HOMO = -8.91 eV
SMILES = N/N=C\NS

Each line ends with the Löwdin charge.
Element x y z (Å)
C 0.596 0.923 0.161  -0.35
H 1.468 -1.909 -0.221  0.08
H -0.136 -1.367 0.009  0.02
H 0.774 1.965 0.286  0.09
H -1.107 1.583 -0.981  0.13
H -1.595 -0.461 1.418  -0.09
N 0.912 -1.049 -0.505  -0.13
N 1.471 -0.060 0.360  -0.04
N -0.566 0.710 -0.568  -0.43
S -1.817 -0.334 0.042  0.72



Run two
The following is a DFT calculation (the ωB97M-V functional and the def2-TZVPD basis) of a single CH5N3S molecule.

Properties
orbital gap = 8.81 eV
E_HOMO = -7.77 eV
SMILES = NN/N=C/S

Each line ends with the Löwdin charge.
Element x y z (Å)
C -0.498 -0.595 1.476  -0.66
N 0.019 0.809 -1.797  0.02
N -0.146 0.194 0.515  -0.10
N -0.633 0.145 -0.646  -0.19
S 0.324 -0.988 2.936  0.71
H -1.176 -1.466 1.423  0.04
H 0.975 0.446 -1.995  0.07
H 0.177 1.783 -1.634  0.05
H 0.954 0.234 3.114  -0.11
H -1.223 -0.697 -0.966  0.17



Run three
The following is a DFT calculation (the ωB97M-V functional and the def2-TZVPD basis) of a single CH5N3S molecule.

Properties
orbital gap = 9.00 eV
E_HOMO = -8.63 eV
SMILES = [H]/N=C(\N)NS

Each line ends with the Löwdin charge.
Element x y z (Å)
C 0.592 -0.149 -0.083  -0.79
H -0.385 1.692 -0.364  0.12
H 1.318 1.755 0.389  0.12
H 2.272 -0.228 -0.178  0.03
H -0.422 -1.713 -0.541  0.09
H -2.869 -0.787 0.980  -0.01
N 0.586 1.158 -0.037  0.07
N 1.561 -0.890 -0.029  0.12
N -0.623 -0.866 -0.010  -0.41
S -2.029 0.028 -0.127  0.66



Stability, lowest: run one



Run one
The following is a DFT calculation (the ωB97M-V functional and the def2-TZVPD basis) of a molecular structure, C3H4P2.

Properties
orbital gap (spin up / spin down) = 6.86 / 6.67 eV
E_HOMO (spin up / spin down) = -7.35 / -7.31 eV

Each line ends with the Löwdin charge.
Element x y z (Å)
C -0.445 -1.165 0.549  -0.77
C 1.101 0.589 0.703  -0.64
C -1.058 -0.783 -0.608  -0.34
P 1.198 -1.340 0.964  0.79
P -0.784 0.735 0.753  0.86
H 1.601 1.164 1.404  -0.02
H 1.358 0.826 -0.315  0.02
H -0.427 -0.824 -1.474  0.07
H -2.118 -0.845 -0.645  0.04



Run two
The following is a DFT calculation (the ωB97M-V functional and the def2-TZVPD basis) of a single C3H4P2 molecule.

Properties
orbital gap (spin up / spin down) = 7.75 / 7.95 eV
E_HOMO (spin up / spin down) = -8.31 / -8.60 eV

Each line ends with the Löwdin charge.
Element x y z (Å)
C -0.187 -1.618 -0.315  -0.10
C -0.965 -0.554 -0.213  -0.59
C 1.274 1.168 0.155  -0.86
P 2.204 -0.222 0.081  0.80
P -0.524 1.175 -0.282  0.76
H -0.579 -2.644 -0.385  0.02
H -2.024 -0.761 -0.040  0.05
H 1.821 2.159 0.034  0.00
H -1.020 1.296 0.965  -0.09



Stability, lowest: run two



Run one
The following is a DFT calculation (the ωB97M-V functional and the def2-TZVPD basis) of a single C6H12N2O3 molecule.

Properties
orbital gap = 9.99 eV
E_HOMO = -9.37 eV
SMILES = C[C@H](N)C(=O)N[C@@H](C)C(=O)O

Each line ends with the Löwdin charge.
Element x y z (Å)
C -1.307 -0.033 1.569  -0.34
C 0.112 0.044 1.033  -0.41
C -1.803 -1.193 2.269  -0.07
C 1.499 0.068 -0.911  -0.31
C 1.684 1.276 -1.976  -0.34
C 1.759 -1.093 -1.777  -0.11
H -2.200 0.982 -0.191  0.07
H -3.102 0.116 0.710  0.11
H -1.358 0.911 2.099  0.15
H -1.599 -2.305 1.867  0.15
H -1.116 -1.410 3.031  0.06
H -2.730 -1.051 2.732  0.06
H -0.981 -0.042 -0.610  0.12
H 2.083 0.348 0.120  0.19
H 2.297 -0.808 -2.843  0.12
H 2.413 -1.863 -0.961  0.14
H 0.635 -1.723 -1.935  0.15
H 1.262 3.231 -1.784  0.02
N -2.142 0.152 0.322  0.00
N 0.084 0.218 -0.368  0.05
O 1.007 0.335 1.856  0.02
O 2.539 1.380 -2.813  0.10
O 0.965 2.463 -1.440  0.05



Run two
The following is a DFT calculation (the ωB97M-V functional and the def2-TZVPD basis) of 2 unconnected molecules or ions with the total composition C6H12N2O3.

Properties
orbital gap = 9.10 eV
E_HOMO = -8.93 eV
SMILES = C/C=C(\C)C(C)=O.[O-]/[NH+]=N\O

Each line ends with the Löwdin charge.
Element x y z (Å)
C 0.956 0.083 -1.145  -0.42
C 0.281 0.179 -2.519  0.01
C -1.325 -2.094 1.116  -0.04
C 1.189 -0.889 1.226  -0.04
C -0.878 -1.120 0.000  -0.06
C 0.366 -0.657 -0.018  -0.27
N 0.597 2.301 0.746  -0.17
N -0.360 1.772 0.065  -0.02
O 0.534 3.250 1.542  -0.03
O -1.512 2.458 0.276  0.02
O 1.918 0.789 -0.916  0.03
H 1.115 0.099 -3.239  0.10
H -0.028 1.173 -2.597  0.06
H -0.507 -0.491 -2.802  0.07
H -1.987 -2.758 0.582  0.08
H -0.434 -2.468 1.526  0.03
H -1.846 -1.796 1.940  0.05
H 0.758 -0.173 1.935  0.10
H 2.186 -0.548 1.059  0.07
H 1.137 -1.853 1.706  0.07
H -2.230 2.104 -0.272  0.11
H -1.451 -1.122 -0.883  0.08
H 1.520 1.760 0.671  0.17



Stability, lowest: run two



Run one
The following is a DFT calculation (the ωB97M-V functional and the def2-TZVPD basis) of a single C2H4N4OS molecule.

Properties
orbital gap = 8.55 eV
E_HOMO = -8.48 eV
SMILES = N/N=c1\nc(S)[nH]o1

Each line ends with the Löwdin charge.
Element x y z (Å)
C -0.338 -0.834 -0.149  -0.41
C -0.385 1.294 0.447  -0.75
H 1.799 -2.704 -0.874  0.11
H 1.556 -0.925 -1.340  0.13
H 0.911 3.130 0.225  -0.16
H -1.490 0.632 2.075  0.20
N 1.161 -2.051 -1.531  -0.07
N -0.030 -1.992 -0.719  -0.04
N 0.157 0.422 -0.311  0.10
N -1.541 0.686 0.941  -0.02
O -1.617 -0.621 0.400  -0.01
S -0.184 2.964 0.836  0.91



Run two
The following is a DFT calculation (the ωB97M-V functional and the def2-TZVPD basis) of 2 unconnected molecules or ions with the total composition C2H4N4OS.

Properties
orbital gap = 9.03 eV
E_HOMO = -9.00 eV

Each line ends with the Löwdin charge.
Element x y z (Å)
C 0.731 -0.352 -0.648  -0.47
C -0.705 1.416 0.625  -0.49
N -0.106 -0.497 -1.497  -0.14
N -1.467 1.840 -0.189  0.18
N -0.990 0.032 -2.180  0.00
N 1.001 -1.374 1.722  -0.29
O -0.249 1.165 1.659  0.10
S 1.955 -0.763 0.385  0.90
H -1.386 1.583 -1.264  0.10
H -1.337 -0.554 -2.971  0.09
H 1.730 -2.005 2.150  0.04
H 0.823 -0.491 2.209  -0.01



Stability, lowest: run one



Run one
The following is a DFT calculation (the ωB97M-V functional and the def2-TZVPD basis) of a gas-phase ion, C5H12NS (charge +1).

Properties
orbital gap = 10.82 eV
E_HOMO = -13.95 eV
net charge = +1
SMILES = C=C[C@@H](S)[NH+](C)C

Each line ends with the Löwdin charge.
Element x y z (Å)
C 0.202 2.469 -0.262  0.09
C -0.516 1.387 -0.482  -0.25
C 0.342 -1.284 -1.089  0.01
C 1.306 -0.847 1.138  0.02
C -0.909 0.355 0.496  -0.63
N -0.015 -0.953 0.333  -0.21
S -2.615 -0.221 0.547  0.84
H 0.075 3.048 -1.194  0.10
H 0.756 2.618 0.651  0.09
H -0.932 1.231 -1.412  0.08
H 0.761 -0.331 -1.424  0.10
H 1.021 -2.109 -0.957  0.10
H -0.636 -1.564 -1.537  0.12
H 2.073 -1.568 0.644  0.13
H 1.826 0.014 0.958  0.05
H 1.159 -0.942 2.261  0.13
H -0.636 0.651 1.529  0.12
H -0.520 -1.805 0.680  0.16
H -2.744 -0.151 -0.879  -0.05



Run two
The following is a DFT calculation (the ωB97M-V functional and the def2-TZVPD basis) of 2 unconnected molecules or ions with the total composition C5H12NS.

Properties
orbital gap = 7.46 eV
E_HOMO = -12.97 eV
net charge = +1

Each line ends with the Löwdin charge.
Element x y z (Å)
C 2.504 -1.033 1.923  -0.46
C -1.122 1.198 -1.523  0.00
C 0.221 1.498 0.480  -0.05
C -1.037 -0.770 0.240  -0.13
C -0.736 0.691 -0.206  -0.13
N -0.914 -1.719 -0.890  0.05
S 2.926 -0.105 0.701  0.80
H 2.906 -2.009 2.274  0.06
H -0.988 2.199 -1.638  0.06
H -0.395 0.747 -2.141  0.12
H -2.126 0.911 -1.779  0.12
H 1.269 0.961 0.512  -0.02
H 0.328 2.514 -0.254  0.18
H 0.072 1.662 1.477  0.08
H -0.373 -1.144 0.968  0.09
H -2.081 -0.593 0.428  0.14
H -0.233 -1.755 -1.548  0.04
H -1.739 -2.176 -1.284  0.10
H 1.518 -1.079 2.261  -0.02



Stability, lowest: run two



Run one
The following is a DFT calculation (the ωB97M-V functional and the def2-TZVPD basis) of 2 unconnected molecules or ions with the total composition C5H12NS.

Properties
orbital gap = 9.85 eV
E_HOMO = -14.41 eV
net charge = +1

Each line ends with the Löwdin charge.
Element x y z (Å)
C -1.226 -0.065 0.012  -0.55
C -0.918 1.415 0.167  -0.20
C -2.475 -0.799 0.143  0.00
C 0.196 -1.881 -0.744  -0.07
C 2.980 1.313 0.577  -0.03
N 0.036 -0.566 -0.280  -0.27
S -0.385 0.776 -1.466  1.19
H 1.990 1.512 0.227  -0.05
H -1.822 1.920 0.170  0.07
H -0.215 1.885 0.886  0.12
H -2.688 -1.599 -0.663  0.15
H -3.318 -0.172 0.151  0.08
H -2.382 -1.258 1.173  0.15
H -0.335 -2.453 0.075  0.14
H -0.314 -1.952 -1.707  0.11
H 1.227 -2.018 -0.718  0.08
H 2.921 0.266 0.902  0.03
H 3.582 1.725 -0.288  0.06
H 3.146 1.952 1.386  0.00



Run two
The following is a DFT calculation (the ωB97M-V functional and the def2-TZVPD basis) of a gas-phase ion, C5H12NS (charge +1).

Properties
orbital gap = 8.65 eV
E_HOMO = -13.22 eV
net charge = +1
SMILES = CC(=S)C(C)(C)[NH3+]

Each line ends with the Löwdin charge.
Element x y z (Å)
C -0.221 0.413 -1.115  -0.69
C 0.945 0.943 -1.711  -0.15
C 0.837 -1.437 0.467  0.01
C 0.111 0.927 1.237  -0.02
C -0.154 -0.281 0.343  -0.55
N -1.551 -0.699 0.604  0.11
S -1.730 0.569 -1.822  0.84
H 1.890 0.341 -1.549  0.11
H 1.124 2.095 -1.405  0.17
H 0.911 0.980 -2.822  0.10
H 0.292 -2.408 0.334  0.11
H 1.322 -1.395 1.460  0.10
H 1.594 -1.305 -0.368  0.10
H 0.786 1.662 0.787  0.09
H -0.853 1.439 1.423  0.10
H 0.488 0.587 2.243  0.12
H -1.801 -1.381 1.342  0.19
H -1.842 -1.143 -0.338  0.12
H -2.148 0.093 0.888  0.15



Run three
The following is a DFT calculation (the ωB97M-V functional and the def2-TZVPD basis) of 2 unconnected molecules or ions with the total composition C5H12NS.

Properties
orbital gap (spin up / spin down) = 7.82 / 7.83 eV
E_HOMO (spin up / spin down) = -13.38 / -13.39 eV
net charge = +1

Each line ends with the Löwdin charge.
Element x y z (Å)
C 1.551 2.652 0.388  -0.04
C -0.645 -0.303 0.700  -0.32
C -0.940 -2.298 -0.654  -0.01
C 1.130 -1.819 0.532  -0.01
C -2.006 1.583 -0.575  -0.25
N -0.220 -1.392 0.218  -0.26
S -2.158 0.467 0.602  1.09
H 2.585 2.811 0.111  0.03
H 1.063 2.064 -0.382  -0.01
H -1.846 -1.834 -1.039  0.09
H -0.300 -2.597 -1.484  0.11
H -1.215 -3.196 -0.096  0.12
H 1.528 -1.238 1.362  0.11
H 1.131 -2.878 0.788  0.11
H 1.774 -1.669 -0.337  0.12
H -1.234 1.564 -1.321  0.05
H 1.050 3.607 0.485  0.02
H -2.756 2.351 -0.628  0.04
H 1.507 2.124 1.331  0.01



Stability, lowest: run three